124
Properties=species:S:1:pos:R:3:lowdin_spin:R:1 method="wB97M-V/def2-TZVPD" largest_force_ev_per_a=6.74 total_charge=+1 lumo_ev="-3.8 / -4.9" homo_ev="-10.597 / -10.598" gap_ev="6.8 / 5.7" spin_multiplicity=2 de_lowest_kcal_mol=102.60 s_squared=0.76
Ta 0.32 -1.54 0.71 0.00
C 0.81 -0.06 3.03 0.00
C 1.97 -0.52 2.20 0.00
C 2.46 0.77 1.57 0.00
C 1.68 1.78 2.05 0.00
C 0.67 1.29 2.95 0.00
C -0.27 2.16 3.74 0.00
C 0.39 2.41 5.11 0.00
C -0.52 3.50 3.05 0.00
C -1.62 1.46 3.97 0.00
C 3.58 1.05 0.58 0.00
C 3.57 0.08 -0.61 0.00
C 4.99 1.04 1.19 0.00
C 3.42 2.47 -0.01 0.00
C 2.96 -1.37 3.05 0.00
C 3.84 -2.25 2.16 0.00
C 2.24 -2.31 4.04 0.00
C 3.78 -0.42 3.93 0.00
H 0.30 -0.71 3.72 0.00
H 1.78 2.82 1.82 0.00
H 1.37 2.86 4.97 0.00
H 0.50 1.48 5.66 0.00
H -0.22 3.09 5.69 0.00
H 0.36 4.13 3.09 0.00
H -1.33 4.03 3.57 0.00
H -0.82 3.36 2.01 0.00
H -1.49 0.44 4.32 0.00
H -2.21 1.45 3.05 0.00
H -2.19 2.00 4.72 0.00
H 3.58 -0.95 -0.28 0.00
H 4.44 0.27 -1.24 0.00
H 2.67 0.23 -1.20 0.00
H 5.31 0.06 1.52 0.00
H 5.05 1.73 2.03 0.00
H 5.70 1.38 0.44 0.00
H 2.40 2.64 -0.35 0.00
H 4.09 2.57 -0.87 0.00
H 3.69 3.23 0.71 0.00
H 3.20 -2.91 1.57 0.00
H 4.50 -2.86 2.77 0.00
H 4.45 -1.67 1.49 0.00
H 1.46 -2.89 3.57 0.00
H 1.81 -1.74 4.87 0.00
H 2.96 -3.00 4.47 0.00
H 4.40 0.25 3.36 0.00
H 4.40 -0.98 4.62 0.00
H 3.10 0.20 4.52 0.00
O -2.25 -1.57 -0.26 0.01
Cl -2.01 -0.71 0.82 0.01
O -3.14 0.03 1.16 0.01
O -0.94 0.21 0.46 0.01
O -1.50 -1.46 1.91 0.00
C 2.77 -5.37 -0.30 0.00
C 2.01 -6.08 0.81 0.00
C 0.48 -5.86 0.71 0.00
C -0.23 -6.61 1.86 0.00
C -1.74 -6.39 1.88 0.00
C -0.02 -6.42 -0.62 0.00
O 0.08 -7.58 -0.91 0.00
N -0.56 -5.51 -1.51 0.00
C -0.77 -4.16 -1.31 0.00
O -1.18 -3.43 -2.18 0.00
N -0.42 -3.68 -0.07 0.00
C 0.23 -4.38 0.83 0.00
O 0.73 -3.70 1.76 0.00
H 3.84 -5.45 -0.11 0.00
H 2.50 -4.32 -0.35 0.00
H 2.58 -5.83 -1.27 0.00
H 2.33 -5.71 1.78 0.00
H 2.20 -7.16 0.75 0.00
H 0.20 -6.28 2.81 0.00
H -0.02 -7.67 1.74 0.00
H -1.98 -5.34 2.07 0.00
H -2.19 -6.98 2.67 0.00
H -2.19 -6.68 0.93 0.00
H -0.83 -5.88 -2.42 0.00
C 1.62 -2.50 -3.12 0.00
C 0.97 -1.52 -2.19 0.01
O 0.22 -0.62 -2.63 0.09
N 1.19 -1.59 -0.89 0.00
Te -2.00 0.63 -2.22 0.58
C -3.43 1.57 -3.50 0.05
C -3.09 2.60 -4.39 0.03
C -1.67 2.93 -4.71 0.01
C -4.09 3.30 -5.05 0.00
C -5.43 2.98 -4.89 0.03
C -6.48 3.77 -5.60 0.01
C -5.75 1.88 -4.10 0.00
C -4.78 1.16 -3.42 0.03
C -5.17 -0.02 -2.59 0.01
C -1.16 2.51 -1.63 0.03
C 0.11 2.93 -2.01 0.01
C 0.99 2.18 -2.96 0.01
C 0.60 4.14 -1.53 0.00
C -0.15 4.95 -0.69 0.00
C 0.38 6.26 -0.20 0.00
C -1.42 4.53 -0.35 0.00
C -1.95 3.33 -0.81 0.01
C -3.36 2.98 -0.45 0.02
H 2.33 -1.98 -3.76 0.00
H 0.84 -2.93 -3.74 0.00
H 2.14 -3.26 -2.55 0.00
H -1.07 2.02 -4.67 0.01
H -1.28 3.65 -3.99 0.00
H -1.60 3.36 -5.70 0.00
H -3.81 4.11 -5.70 0.00
H -6.03 4.57 -6.18 0.00
H -7.17 4.22 -4.88 0.00
H -7.06 3.13 -6.26 0.00
H -6.79 1.58 -4.01 0.00
H -6.14 -0.39 -2.90 0.00
H -5.24 0.25 -1.53 0.00
H -4.44 -0.82 -2.69 0.00
H 0.50 1.28 -3.33 0.01
H 1.92 1.90 -2.47 0.00
H 1.25 2.82 -3.81 0.00
H 1.58 4.46 -1.85 0.00
H 1.43 6.38 -0.46 0.00
H 0.28 6.33 0.88 0.00
H -0.19 7.07 -0.64 0.00
H -2.02 5.16 0.29 0.00
H -3.70 3.58 0.39 0.00
H -3.44 1.93 -0.16 0.01
H -4.01 3.15 -1.30 0.00

10
Properties=species:S:1:pos:R:3:mulliken_charge:R:1 method="wB97M-V/def2-TZVPD" largest_force_ev_per_a=5.09 total_charge=0 lumo_ev=0.2 smiles=CSC(F)(F)C#N homo_ev=-9.492 gap_ev=9.7 de_lowest_kcal_mol=25.07
C -0.96 -1.48 0.10 -0.83
S -1.19 0.23 0.43 -0.10
C 0.67 0.85 -0.37 0.64
F 1.50 -0.17 -0.27 -0.22
F 0.46 1.21 -1.62 -0.19
C 0.96 2.01 0.55 0.03
N 1.17 2.90 1.19 -0.27
H 0.07 -1.69 0.30 0.29
H -1.00 -1.86 -0.94 0.31
H -1.68 -2.01 0.63 0.34

55
Properties=species:S:1:pos:R:3:lowdin_spin:R:1 method="wB97M-V/def2-TZVPD" largest_force_ev_per_a=3.62 total_charge=0 lumo_ev="0.5 / 0.1" homo_ev="-4.084 / -7.512" gap_ev="4.6 / 7.6" spin_multiplicity=6 de_lowest_kcal_mol=0.00 s_squared=8.80
Ir 0.01 0.31 -0.06 1.87
P -0.20 2.05 -1.40 0.19
P -0.28 -2.25 1.75 0.41
N 1.45 -0.47 -0.78 0.87
H 0.67 1.24 1.04 0.17
C 0.38 3.65 -0.72 0.03
H 0.26 4.42 -1.49 0.00
H 1.44 3.55 -0.46 0.00
H -0.19 3.91 0.17 0.00
C -1.87 2.44 -2.04 0.05
H -1.84 3.34 -2.66 0.01
H -2.56 2.60 -1.20 0.00
H -2.22 1.58 -2.62 0.00
C 0.75 1.82 -2.94 0.01
H 0.61 2.70 -3.58 0.00
H 0.40 0.93 -3.45 0.00
H 1.82 1.71 -2.69 0.00
C 0.66 -1.97 3.26 0.03
H 0.69 -2.93 3.78 0.01
H 0.23 -1.18 3.89 0.00
H 1.67 -1.64 2.98 0.01
C -1.74 -3.32 1.72 0.04
H -1.50 -4.29 2.17 0.01
H -2.04 -3.52 0.67 0.01
H -2.60 -2.88 2.24 0.00
C 0.84 -3.25 0.70 0.16
H 0.90 -4.21 1.26 0.04
H 1.85 -2.82 0.62 0.00
H 0.45 -3.47 -0.31 0.00
C 2.53 -0.84 -1.47 0.11
C 4.95 -0.80 -1.90 -0.01
C 3.87 -0.37 -1.15 0.12
C 2.38 -1.76 -2.57 0.12
C 3.48 -2.17 -3.30 0.00
C 4.76 -1.69 -2.97 0.12
H 5.95 -0.43 -1.65 0.00
H 3.97 0.32 -0.30 0.01
H 1.36 -2.10 -2.79 0.01
H 3.33 -2.86 -4.13 0.00
H 5.61 -2.02 -3.55 0.01
C -3.04 1.55 1.11 0.05
O -2.53 0.82 0.22 0.11
C -2.28 2.67 1.81 0.03
H -2.73 2.90 2.79 0.00
H -2.24 3.62 1.22 0.00
H -1.23 2.37 2.00 0.03
C -4.41 1.17 1.62 0.01
H -4.41 1.13 2.73 0.00
H -4.63 0.17 1.21 0.00
H -5.15 1.90 1.28 0.00
C -1.90 -0.44 2.92 0.09
O -1.03 -0.77 1.74 0.23
H -1.64 -0.92 3.88 0.01
H -2.94 -0.71 2.68 0.01
H -1.77 0.65 3.07 0.01

27
Properties=species:S:1:pos:R:3:mulliken_charge:R:1 method="wB97M-V/def2-TZVPD" largest_force_ev_per_a=4.22 total_charge=0 lumo_ev="0.3 / 0.1" homo_ev="-7.087 / -8.003" gap_ev="7.4 / 8.1" de_lowest_kcal_mol=104.21
C 0.80 3.20 0.62 -0.85
C 0.30 2.05 0.19 -0.02
C -2.96 -1.61 -0.28 -1.15
C 2.48 -0.91 -1.78 -0.97
C 1.90 -1.45 1.38 -1.01
C -0.99 1.59 -0.37 -0.57
C -2.59 -0.22 0.30 -0.65
C -1.11 0.21 0.23 0.10
F 4.16 -0.42 0.34 -0.31
Si 2.57 -0.39 0.00 0.28
H 1.87 3.39 0.70 0.25
H 0.21 4.05 0.93 0.30
H -4.08 -1.78 -0.16 0.33
H -2.30 -2.41 -0.02 0.35
H -2.97 -1.47 -1.46 0.25
H 3.03 -1.82 -1.89 0.37
H 1.56 -0.92 -2.36 0.34
H 3.22 -0.29 -2.18 0.28
H 0.94 -1.05 1.76 0.26
H 1.65 -2.28 0.86 0.39
H 2.50 -1.72 2.18 0.42
H -1.69 2.28 0.07 0.38
H -1.14 1.67 -1.46 0.32
H -3.33 0.44 -0.06 0.40
H -2.79 -0.13 1.48 0.24
H -0.75 0.40 1.31 0.14
H -0.48 -0.40 -0.34 0.10

14
Properties=species:S:1:pos:R:3:lowdin_spin:R:1 method="wB97M-V/def2-TZVPD" largest_force_ev_per_a=9.03 total_charge=+1 lumo_ev="-3.7 / -7.4" homo_ev="-8.904 / -16.495" gap_ev="5.2 / 9.0" spin_multiplicity=3 de_lowest_kcal_mol=110.40 s_squared=2.01
C 1.49 0.55 -0.36 0.72
C -0.07 0.02 -0.37 0.50
C -0.27 -0.65 1.80 0.03
N -0.93 0.10 -1.65 0.11
O 0.32 1.21 0.19 0.23
O -0.48 -0.94 0.41 0.25
H 2.24 0.10 0.42 0.04
H 1.87 0.99 -1.18 0.06
H -1.15 -0.52 2.43 0.01
H 0.43 0.15 1.81 0.00
H 0.11 -1.49 2.30 0.00
H -1.02 1.03 -1.82 0.01
H -1.96 -0.12 -1.48 0.03
H -0.57 -0.43 -2.50 0.01

14
Properties=species:S:1:pos:R:3:mulliken_charge:R:1 method="wB97M-V/def2-TZVPD" largest_force_ev_per_a=3.40 total_charge=0 lumo_ev=-0.4 smiles="ClCCCP=C(Cl)Cl" homo_ev=-9.088 gap_ev=8.6 de_lowest_kcal_mol=37.12
Cl 2.51 -2.16 -0.02 -0.21
C 1.32 -0.94 0.57 -0.39
C 0.94 0.05 -0.52 -0.66
C 0.22 1.27 0.04 -0.51
P -1.25 0.66 0.96 -0.11
C -2.43 0.00 -0.09 0.32
Cl -2.39 -0.09 -1.81 -0.15
Cl -3.85 -0.67 0.64 -0.15
H 1.74 -0.37 1.39 0.31
H 0.39 -1.47 0.97 0.27
H 1.80 0.37 -1.10 0.41
H 0.16 -0.35 -1.03 0.25
H 0.87 1.74 0.93 0.30
H -0.04 1.95 -0.94 0.30

90
Properties=species:S:1:pos:R:3:mulliken_charge:R:1 method="wB97M-V/def2-TZVPD" largest_force_ev_per_a=6.67 total_charge=-2 lumo_ev=1.0 homo_ev=-6.749 gap_ev=7.8 de_lowest_kcal_mol=310.82
Na -4.62 -5.09 -1.56 0.99
Na -0.42 -3.69 4.14 0.99
Na 2.26 -3.25 -2.98 1.00
P 0.37 -2.20 -7.39 1.14
F 0.56 -3.65 -6.79 -0.35
F 0.31 -1.70 -5.91 -0.33
F 1.97 -1.85 -7.50 -0.36
F -0.16 -0.75 -7.97 -0.36
F 0.25 -2.87 -8.93 -0.39
F -1.24 -2.49 -7.31 -0.36
P -1.59 -1.71 -0.15 1.24
F -0.92 -1.02 -1.45 -0.38
F -2.89 -2.00 -1.03 -0.34
F -0.89 -3.13 -0.68 -0.39
F -2.21 -2.50 1.13 -0.38
F -0.29 -1.37 0.78 -0.37
F -2.19 -0.29 0.43 -0.37
P -2.71 -7.59 2.90 1.14
F -3.15 -6.23 3.73 -0.37
F -3.98 -8.47 3.24 -0.34
F -3.47 -6.99 1.57 -0.37
F -1.90 -8.73 2.18 -0.33
F -1.47 -6.64 2.52 -0.35
F -2.01 -8.15 4.26 -0.37
P -7.38 -1.94 -4.42 1.11
F -6.04 -2.82 -4.30 -0.39
F -7.57 -2.76 -3.07 -0.34
F -6.71 -0.69 -3.62 -0.33
F -8.81 -1.22 -4.52 -0.33
F -6.78 -1.15 -5.67 -0.35
F -7.65 -3.10 -5.49 -0.35
P 4.24 -6.15 0.73 1.18
F 2.76 -5.57 1.27 -0.37
F 3.69 -6.04 -0.83 -0.40
F 4.81 -4.64 0.64 -0.36
F 5.64 -6.60 0.07 -0.35
F 4.80 -6.28 2.26 -0.36
F 3.62 -7.66 0.72 -0.35
C 5.10 1.71 -0.73 -1.36
C 4.96 3.06 -0.08 0.40
C 3.73 3.03 0.95 -0.42
O 4.21 3.86 1.90 -0.34
C 5.58 4.05 1.76 0.71
O 6.32 4.62 2.55 -0.60
O 6.00 3.28 0.83 -0.33
H 4.32 1.35 -1.41 0.36
H 5.47 0.92 -0.08 0.35
H 5.89 1.81 -1.47 0.36
H 4.59 3.85 -0.74 0.30
H 3.44 2.10 1.44 0.29
H 2.86 3.44 0.43 0.29
C 6.73 -1.34 7.99 -1.39
C 6.43 -0.40 6.80 0.40
C 7.12 -0.56 5.45 -0.26
O 5.99 -0.80 4.67 -0.32
C 4.82 -0.65 5.24 0.73
O 3.73 -0.64 4.71 -0.59
O 5.07 -0.45 6.55 -0.39
H 6.52 -2.34 7.60 0.35
H 6.08 -1.50 8.85 0.36
H 7.77 -1.30 8.32 0.33
H 6.55 0.62 7.17 0.24
H 7.90 -1.32 5.44 0.30
H 7.51 0.41 5.17 0.25
C -2.64 2.66 -3.77 -1.57
C -1.44 3.38 -3.01 0.42
C -0.19 3.21 -3.85 -0.46
O 0.43 4.48 -3.65 -0.34
C -0.56 5.37 -3.33 0.68
O -0.44 6.60 -3.23 -0.62
O -1.71 4.76 -3.16 -0.29
H -3.06 3.16 -4.64 0.36
H -3.52 2.54 -3.14 0.38
H -2.38 1.62 -3.97 0.45
H -1.25 3.05 -1.99 0.35
H -0.60 2.95 -4.83 0.33
H 0.48 2.42 -3.50 0.30
C -6.19 7.02 2.38 -1.29
C -5.49 6.34 1.10 0.57
C -5.18 4.88 1.27 -0.57
O -5.99 4.22 0.39 -0.30
C -6.58 5.15 -0.44 0.63
O -7.23 4.83 -1.51 -0.59
O -6.45 6.33 0.11 -0.34
H -6.71 7.97 2.27 0.33
H -5.42 7.23 3.11 0.37
H -6.82 6.32 2.94 0.36
H -4.49 6.67 0.83 0.29
H -5.32 4.50 2.28 0.24
H -4.19 4.50 1.02 0.29

30
Properties=species:S:1:pos:R:3:mulliken_charge:R:1 method="wB97M-V/def2-TZVPD" largest_force_ev_per_a=0.68 total_charge=0 lumo_ev=0.8 smiles=CCCCCC.CSSC homo_ev=-8.983 gap_ev=9.8 de_lowest_kcal_mol=2.89
C 2.83 0.14 1.11 -1.25
C 2.80 -1.13 0.26 -0.31
C 1.71 -2.10 0.70 -0.54
C 1.66 -3.37 -0.14 -0.57
C 0.57 -4.34 0.30 -0.31
C 0.53 -5.61 -0.55 -1.22
H 3.02 -0.11 2.16 0.33
H 1.87 0.67 1.04 0.28
H 3.63 0.82 0.77 0.36
H 2.63 -0.86 -0.80 0.22
H 3.78 -1.64 0.32 0.41
H 1.87 -2.37 1.76 0.34
H 0.73 -1.59 0.63 0.21
H 1.49 -3.10 -1.20 0.17
H 2.64 -3.88 -0.08 0.38
H 0.73 -4.61 1.36 0.34
H -0.41 -3.83 0.23 0.26
H -0.26 -6.29 -0.21 0.36
H 1.50 -6.14 -0.48 0.32
H 0.35 -5.36 -1.61 0.27
C -2.76 -1.48 -3.23 -0.86
S -1.24 -2.02 -2.42 0.01
S 0.14 -0.75 -3.23 -0.10
C 0.00 0.70 -2.16 -0.67
H -3.57 -2.14 -2.88 0.29
H -2.69 -1.56 -4.33 0.29
H -3.02 -0.44 -2.97 0.26
H -1.00 1.16 -2.21 0.31
H 0.21 0.44 -1.10 0.13
H 0.75 1.43 -2.49 0.30

22
Properties=species:S:1:pos:R:3:mulliken_charge:R:1 method="wB97M-V/def2-TZVPD" largest_force_ev_per_a=1.62 total_charge=0 lumo_ev=0.6 smiles="CCC(=O)NCO.O.O" homo_ev=-10.277 gap_ev=10.8 de_lowest_kcal_mol=17.52
C 1.37 -0.24 1.72 -1.05
C 1.10 0.28 0.30 -0.32
C -0.34 0.05 -0.04 0.34
O -1.16 -0.33 0.80 -0.72
N -0.82 0.24 -1.30 -0.09
C 0.00 0.64 -2.42 -0.42
O 0.85 -0.44 -2.75 -0.52
H 0.89 -1.21 1.83 0.19
H 2.43 -0.35 1.97 0.38
H 0.83 0.35 2.49 0.25
H 1.74 -0.20 -0.43 0.45
H 1.41 1.34 0.25 0.35
H -1.81 0.10 -1.53 0.30
H -0.65 0.87 -3.31 0.33
H 0.73 1.45 -2.25 0.25
H 0.32 -1.20 -3.02 0.31
O -0.72 -2.96 0.80 -0.64
H -1.30 -2.25 0.51 0.33
H -0.84 -2.94 1.76 0.31
O -1.54 2.57 1.34 -0.69
H -1.27 2.50 2.26 0.32
H -1.24 1.72 1.02 0.34

20
Properties=species:S:1:pos:R:3:mulliken_charge:R:1 method="wB97M-V/def2-TZVPD" largest_force_ev_per_a=4.28 total_charge=0 lumo_ev=-0.1 smiles="FNSC/C=C/c1ncccn1" homo_ev=-9.139 gap_ev=9.0 de_lowest_kcal_mol=55.57
F -2.12 -2.04 1.01 -0.22
N -2.57 -0.69 1.22 -0.19
S -3.60 -0.27 -0.07 0.02
C -2.58 -0.08 -1.60 -0.74
C -1.20 0.46 -1.38 -0.17
C -0.28 -0.40 -0.94 -0.24
C 0.98 -0.06 -0.35 0.00
N 1.56 -0.99 0.31 -0.48
C 2.37 -0.61 1.31 -0.08
C 2.99 0.65 1.36 -0.59
C 2.58 1.50 0.31 0.04
N 1.53 1.24 -0.46 -0.53
H -1.70 -0.09 1.53 0.31
H -2.46 -1.06 -1.88 0.35
H -3.24 0.46 -2.29 0.42
H -1.02 1.50 -1.38 0.47
H -0.43 -1.45 -0.78 0.45
H 2.60 -1.46 1.94 0.45
H 3.63 0.92 2.26 0.30
H 2.98 2.45 -0.11 0.43

no.,E_tot (eV)
1,-89925.1958
2,-20917.9496
3,-44121.4548
4,-19163.1269
5,-8809.9210
6,-51099.4943
7,-182800.4989
8,-30291.3269
9,-14039.0127
10,-25407.6228